No. 1
This record from the Open Molecules 2025 dataset describes the molecule C5H10. The level of theory is ωB97M-V with the def2-TZVPD basis set.

Last column: Löwdin charge in e.
Geometry (Å):
C  1.1649  1.5095  -0.6821  -0.13
C  0.7441  0.1157  -0.2389  -0.21
C  -0.3163  0.0021  0.6296  -0.33
C  -0.5156  -1.3166  1.3904  -0.09
C  -0.7827  -0.3025  -1.0260  -0.08
H  0.5997  1.8163  -1.5679  0.07
H  0.9247  2.2661  0.0605  0.06
H  2.2252  1.6314  -0.8890  0.06
H  -1.0395  0.7119  1.0592  0.13
H  -0.1234  -2.1481  0.8027  0.08
H  -1.5815  -1.4322  1.6243  0.08
H  0.0517  -1.2270  2.3153  0.08
H  -1.7474  0.2322  -0.9482  0.10
H  -0.3729  -0.1038  -2.0016  0.09
H  -1.0650  -1.3482  -1.0171  0.08

The lowest unoccupied orbital energy comes out at 1.2 eV.

No. 2
This record from the Open Molecules 2025 dataset describes the molecule C5H10. The level of theory is ωB97M-V with the def2-TZVPD basis set.

Last column: Löwdin charge in e.
Geometry (Å):
C  -2.2219  -0.2660  0.1699  -0.12
C  -0.8257  -0.0909  0.7617  -0.34
C  0.0289  0.9499  0.1677  0.00
C  1.6355  -0.1178  -1.1191  -0.10
C  1.4647  0.5872  0.2613  -0.32
H  -2.1669  -0.7901  -0.7908  0.07
H  -2.8645  -0.8529  0.8345  0.07
H  -2.6833  0.7094  -0.0074  0.07
H  -0.9065  0.4329  1.7414  0.14
H  -0.3443  -1.0619  0.9875  0.11
H  1.1403  0.4699  -1.9035  0.07
H  2.7012  -0.2168  -1.3655  0.08
H  1.1754  -1.1138  -1.0991  0.07
H  1.7474  -0.1023  1.0788  0.10
H  2.1196  1.4633  0.2828  0.09

The lowest unoccupied orbital energy comes out at 0.5 eV.

No. 3
This record from the Open Molecules 2025 dataset describes a structure of composition C5H10AgO5. The level of theory is ωB97M-V with the def2-TZVPD basis set.

Last column: Löwdin charge in e.
Geometry (Å):
C  0.9102  0.3175  2.2982  -0.11
C  -0.5577  0.7230  2.2985  -0.35
O  -1.4227  -0.3769  2.1296  -0.21
Ag  -0.2880  -2.4798  1.6925  0.81
H  1.5624  1.1906  2.4398  0.08
H  1.1171  -0.3877  3.1191  0.07
H  1.1933  -0.1478  1.3404  0.05
H  -0.7325  1.4732  1.5054  0.11
H  -0.8027  1.2113  3.2550  0.11
O  -1.2813  -1.5596  -0.0767  -0.36
C  -1.1528  -1.0480  -1.3442  -0.35
C  0.1158  -0.2085  -1.4502  -0.13
O  0.1820  0.3354  -2.7997  0.07
C  1.1901  1.0857  -3.1126  -0.74
O  2.1397  1.3919  -2.3645  0.18
O  1.2866  1.5897  -4.2639  0.23
H  -1.4631  -0.6781  1.1035  0.02
H  -2.0067  -0.3981  -1.6338  0.13
H  -1.0944  -1.8416  -2.1182  0.12
H  1.0109  -0.8217  -1.2776  0.13
H  0.0939  0.6296  -0.7406  0.12

The lowest unoccupied orbital energy (alpha / beta) comes out at -1.5 / -2.6 eV. Its spin multiplicity is 2. The expectation value of S² is 0.7576.

Calculated F_max (hartree/bohr), listed in the same order as above: 0.0354 0.0083 0.0196
Calculated M (u), listed in the same order as above: 70.13 70.13 258.00
Calculated energy relative to the best compared isomer or geometry (same formula, charge and spin) (kJ/mol), listed in the same order as above: 425.1 346.6 40.5